C3H10NO2S | ωB97M-V/def2-TZVPD

```
17
C3H10NO2S ωB97M-V/def2-TZVPD
C -1.18 -0.82 -0.21
O -1.86 -1.67 -0.89
C 0.23 -0.30 -0.86
C 1.31 -0.33 0.20
S 2.88 0.69 -0.25
N 0.11 1.03 -1.45
H -1.63 0.19 0.06
H -0.89 -1.17 0.86
H 0.37 -1.11 -1.58
H 1.85 -1.26 0.14
H 0.97 -0.07 1.20
H 2.95 0.09 -1.46
H -0.11 1.69 -0.72
H -0.63 1.08 -2.14
H -1.40 1.16 1.78
H -1.37 -0.06 2.65
O -1.58 0.85 2.67
```

Properties
Largest force on an atom ... 0.041 hartree/bohr
Relative energy (zero: lowest compared OMol25 entry of this formula, charge and spin) ... 127.4 kJ/mol
Frontier orbital gap ... 0.2284 Ha
HOMO ... -3.0 eV
Net charge ... -1
E ... -19692.7572 eV

=====

CH3N3O2 | ωB97M-V/def2-TZVPD

```
9
CH3N3O2 ωB97M-V/def2-TZVPD
C -1.61 -0.61 -1.38
N 0.93 0.68 0.13
N -2.31 -1.14 -0.57
N -0.15 -0.02 0.67
O -0.27 0.02 1.88
O -1.01 -0.12 -2.22
H 1.37 1.34 0.67
H 0.83 0.59 -0.89
H -2.39 -1.23 0.41
```

Properties
Largest force on an atom ... 0.115 hartree/bohr
Relative energy (zero: lowest compared OMol25 entry of this formula, charge and spin) ... 297.2 kJ/mol
Structure (SMILES) ... N=C=O.NN=O
Frontier orbital gap ... 0.3791 Ha
HOMO ... -10.0 eV
E ... -9648.3504 eV

=====

C5H9NO2 | ωB97M-V/def2-TZVPD

```
17
C5H9NO2 ωB97M-V/def2-TZVPD
N 0.70 -1.01 0.61
C 0.27 0.08 1.52
C 0.41 1.36 0.72
C 0.29 0.95 -0.76
C 0.39 -0.59 -0.75
C -0.92 -1.24 -1.14
O -1.94 -0.82 -0.38
O -1.04 -2.04 -2.03
H 1.69 -1.17 0.72
H -0.74 -0.14 1.87
H 0.93 0.13 2.38
H 1.39 1.82 0.87
H -0.29 2.13 1.06
H -0.64 1.31 -1.21
H 1.13 1.36 -1.33
H 1.14 -0.98 -1.43
H -2.78 -1.16 -0.73
```

Properties
Largest force on an atom ... 0.012 hartree/bohr
Relative energy (zero: lowest compared OMol25 entry of this formula, charge and spin) ... 28.2 kJ/mol
Structure (SMILES) ... O=C(O)[C@H]1CCCN1
Frontier orbital gap ... 0.3660 Ha
HOMO ... -9.2 eV
E ... -10916.2836 eV

=====

C45H52N8O4S2Ti | ωB97M-V/def2-TZVPD

```
112
C45H52N8O4S2Ti ωB97M-V/def2-TZVPD
Ti -0.75 -1.24 -0.06
O -0.73 -2.58 1.13
C 0.02 -3.48 1.72
C -0.55 -4.46 2.51
C 0.07 -5.49 3.23
C 1.44 -5.71 3.48
C 2.48 -4.86 3.26
C 2.27 -3.50 2.72
C 1.74 -0.90 1.61
N 0.61 -0.32 0.93
N 0.33 1.00 1.22
C -0.96 1.18 1.17
O -1.78 0.18 0.95
C -1.49 2.55 1.34
C -0.65 3.66 1.23
C -1.18 4.94 1.37
C -2.53 5.13 1.61
C -3.37 4.02 1.71
C -2.85 2.74 1.57
H -1.63 -4.44 2.48
H -0.61 -6.23 3.64
H 1.69 -6.66 3.94
H 3.50 -5.17 3.46
H 2.60 -0.23 1.52
H 0.40 3.50 1.02
H -0.52 5.80 1.28
H -2.94 6.13 1.71
H -4.42 4.15 1.90
H -3.48 1.87 1.66
C 0.81 1.31 6.98
C -0.19 0.62 6.05
C -1.29 -0.04 6.90
C -0.85 1.67 5.16
C 0.54 -0.44 5.22
C 0.90 -1.67 5.77
C 1.51 -2.64 5.00
C 1.79 -2.41 3.66
S 3.68 -2.82 1.73
C 2.12 -2.24 0.92
N 1.39 -3.40 1.51
C 1.47 -1.17 3.10
C 0.87 -0.21 3.89
C 2.13 -2.16 -0.59
C 3.29 -2.42 -1.30
C 3.32 -2.30 -2.68
C 2.15 -1.95 -3.35
C 0.99 -1.71 -2.63
C 0.94 -1.79 -1.24
H 0.32 2.09 7.57
H 1.61 1.78 6.40
H 1.27 0.60 7.66
H -1.86 0.73 7.43
H -0.88 -0.73 7.64
H -1.98 -0.60 6.26
H -1.49 2.31 5.76
H -1.47 1.20 4.38
H -0.12 2.30 4.65
H 0.68 -1.89 6.81
H 1.75 -3.61 5.43
H 0.65 0.74 3.43
H 4.19 -2.72 -0.77
H 4.23 -2.51 -3.23
H 2.14 -1.87 -4.43
H 0.09 -1.43 -3.17
O -1.35 -4.67 -0.53
C -1.68 -4.07 -1.53
C -1.90 -4.79 -2.86
C -2.31 -3.69 -3.80
C -2.34 -2.44 -2.92
O -2.72 -1.37 -3.38
N -1.91 -2.70 -1.64
H -2.67 -5.55 -2.71
H -0.97 -5.30 -3.13
H -3.29 -3.82 -4.26
H -1.59 -3.50 -4.61
C -1.54 1.49 -5.15
C -1.12 2.08 -3.80
N -2.17 1.94 -2.80
C -3.27 2.88 -2.89
C -2.86 4.29 -2.46
C -2.19 0.87 -1.94
C -3.52 0.46 -1.38
N -1.13 0.23 -1.61
H -0.72 1.56 -5.86
H -2.39 2.02 -5.58
H -1.81 0.44 -5.02
H -0.87 3.14 -3.90
H -0.22 1.58 -3.47
H -4.07 2.55 -2.24
H -3.68 2.90 -3.91
H -2.36 4.25 -1.49
H -3.74 4.92 -2.37
H -2.19 4.76 -3.19
H -4.27 0.45 -2.17
H -3.83 1.13 -0.57
H -3.44 -0.54 -0.97
H -0.28 0.64 -1.99
S 1.95 1.70 -1.61
C 2.72 2.04 -3.05
N 3.55 1.14 -3.62
C 4.23 1.33 -4.88
C 4.50 2.81 -5.08
C 3.18 3.56 -4.97
N 2.53 3.20 -3.72
H 3.58 0.25 -3.14
H 3.62 0.95 -5.71
H 5.16 0.75 -4.87
H 4.96 2.99 -6.06
H 5.18 3.15 -4.31
H 2.54 3.32 -5.82
H 3.35 4.64 -4.98
H 1.94 3.86 -3.25
```

Properties
Largest force on an atom ... 0.031 hartree/bohr
Relative energy (zero: lowest compared OMol25 entry of this formula, charge and spin) ... 118.1 kJ/mol
Spin multiplicity ... 2
Frontier orbital gap (spin up / spin down) ... 0.1852 / 0.2252 Ha
HOMO (spin up / spin down) ... -3.0 / -4.1 eV
Net charge ... -1
E ... -112410.7210 eV

=====

C13H19BClN6O9P2Rh | ωB97M-V/def2-TZVPD

```
52
C13H19BClN6O9P2Rh ωB97M-V/def2-TZVPD
Rh -0.26 -0.18 0.27
C 4.13 -0.84 -0.11
C 2.82 -1.05 -0.56
N 1.98 -0.26 0.11
N 2.72 0.46 0.99
C 4.01 0.12 0.87
B 2.07 1.54 1.88
N 1.05 0.87 2.85
C 1.08 0.76 4.18
C -0.08 0.11 4.60
C -0.78 -0.14 3.42
N -0.10 0.34 2.38
N 1.27 2.48 0.95
C 1.36 3.81 0.81
C 0.51 4.20 -0.21
C -0.08 3.01 -0.66
N 0.42 1.98 0.03
H 5.03 -1.33 -0.46
H 2.45 -1.73 -1.32
H 4.77 0.59 1.49
H 2.91 2.14 2.50
H 1.92 1.14 4.76
H -0.37 -0.13 5.61
H -1.74 -0.63 3.26
H 2.01 4.40 1.45
H 0.33 5.20 -0.57
H -0.81 2.85 -1.44
C -1.43 -5.22 -0.34
C -1.14 -4.04 0.60
O -1.10 -4.54 1.95
P -2.43 -2.75 0.42
O -2.83 -2.75 -1.08
O -3.67 -3.35 1.23
O -2.07 -1.40 1.02
P 0.47 -3.24 0.18
O 0.79 -2.51 1.60
O 1.54 -4.18 -0.19
O 0.09 -2.06 -0.75
H -2.42 -5.63 -0.16
H -0.68 -5.99 -0.15
H -1.36 -4.90 -1.38
H -0.91 -3.82 2.55
H -3.13 -1.83 -1.44
H -4.08 -2.70 1.83
H 1.51 -2.99 2.06
Cl -4.14 2.77 -2.46
C -3.88 1.93 -0.91
C -3.01 0.70 -1.12
O -3.53 -0.29 -1.63
O -1.75 0.85 -0.80
H -4.84 1.63 -0.52
H -3.39 2.61 -0.23
```

Properties
Largest force on an atom ... 0.025 hartree/bohr
Relative energy (zero: lowest compared OMol25 entry of this formula, charge and spin) ... 0.0 kJ/mol
Spin multiplicity ... 5
Frontier orbital gap (spin up / spin down) ... 0.3625 / 0.2517 Ha
HOMO (spin up / spin down) ... -9.6 / -9.5 eV
E ... -75948.1350 eV

=====

C8H14ClF3N3 | ωB97M-V/def2-TZVPD

```
29
C8H14ClF3N3 ωB97M-V/def2-TZVPD
C -0.81 -0.52 2.49
C -0.49 0.02 -0.06
C -0.08 -1.71 1.91
C -1.70 1.55 -1.85
C -0.39 -1.79 -1.76
C 1.38 2.16 0.27
C -0.38 1.10 -1.15
C 1.48 -1.87 1.86
N -0.55 -2.12 0.60
N -0.43 -1.18 -0.41
N 0.01 2.27 -0.33
F 1.97 -3.06 1.54
F 1.98 -0.97 0.97
F 1.94 -1.55 3.06
Cl 0.15 0.67 3.16
H -0.45 -2.64 2.61
H -2.18 0.72 -2.34
H -2.35 1.98 -1.19
H -1.47 2.25 -2.63
H 0.69 -1.88 -2.16
H -0.59 -2.80 -1.76
H -1.08 -1.12 -2.36
H 1.98 2.51 -0.52
H 1.53 2.75 1.15
H 1.59 1.12 0.64
H 0.43 1.20 -1.85
H -1.44 -2.55 0.61
H -0.74 2.21 0.41
H -0.01 3.24 -0.94
```

Properties
Largest force on an atom ... 0.071 hartree/bohr
Relative energy (zero: lowest compared OMol25 entry of this formula, charge and spin) ... 365.3 kJ/mol
Frontier orbital gap ... 0.3009 Ha
HOMO ... -11.7 eV
Net charge ... +1
E ... -33655.0135 eV

=====

C5H17N3O | ωB97M-V/def2-TZVPD

```
26
C5H17N3O ωB97M-V/def2-TZVPD
C -1.27 -0.16 0.74
N -1.88 -0.30 -0.60
C -1.59 -1.66 -1.20
N -0.76 -1.72 -2.38
C 0.37 -0.11 0.79
C 0.64 -0.76 2.13
N 0.84 1.21 0.80
C 2.35 1.24 0.55
H -1.65 0.74 1.12
H -1.70 -0.93 1.27
H -1.67 0.46 -1.19
H -2.60 -2.08 -1.56
H -1.23 -2.39 -0.43
H -1.22 -1.29 -3.16
H 0.13 -1.26 -2.20
H 0.83 -0.90 0.11
H 0.51 -1.85 2.18
H 1.71 -0.86 2.53
H 0.00 -0.23 2.84
H 0.35 1.68 1.57
H 2.52 1.95 -0.25
H 2.74 0.24 0.28
H 2.85 1.50 1.53
H -0.46 2.58 -2.48
H 0.31 2.80 -1.25
O -0.11 2.12 -1.78
```

Properties
Largest force on an atom ... 0.090 hartree/bohr
Relative energy (zero: lowest compared OMol25 entry of this formula, charge and spin) ... 258.1 kJ/mol
Structure (SMILES) ... CN[C@@H](C)CNCN.O
Frontier orbital gap ... 0.3134 Ha
HOMO ... -7.8 eV
E ... -11976.3022 eV

=====

C4H12P2 | ωB97M-V/def2-TZVPD

```
18
C4H12P2 ωB97M-V/def2-TZVPD
C 0.98 -0.28 -1.97
C -1.58 1.76 0.86
C 1.42 -0.05 -0.60
C -0.01 -0.39 0.90
P 0.20 -2.14 1.46
P -1.48 0.10 0.02
H 1.16 -1.23 -2.27
H 1.28 0.57 -2.64
H -0.14 -0.17 -1.94
H -0.55 2.18 1.06
H -2.05 1.63 1.77
H -2.15 2.53 0.22
H 2.15 -0.74 -0.21
H 1.79 0.87 -0.32
H 0.12 0.54 1.51
H -0.24 -2.73 0.12
H 1.58 -2.11 1.27
H -2.48 -0.36 0.76
```

Properties
Largest force on an atom ... 0.087 hartree/bohr
Relative energy (zero: lowest compared OMol25 entry of this formula, charge and spin) ... 333.7 kJ/mol
Frontier orbital gap ... 0.3483 Ha
HOMO ... -8.4 eV
E ... -22916.2595 eV

=====

C24H54IInNO9P2 | ωB97M-V/def2-TZVPD

```
92
C24H54IInNO9P2 ωB97M-V/def2-TZVPD
C 3.66 0.61 -5.02
C 2.38 0.48 -4.62
In 1.68 1.71 -2.87
C 2.83 0.89 -1.07
C 3.06 -0.64 -1.13
C 1.86 -1.48 -1.61
I 0.50 -2.03 0.00
C -0.48 1.52 -2.35
C -1.56 1.63 -3.47
C -1.11 1.81 -4.94
C -1.96 0.81 -5.84
N -1.38 -0.54 -5.74
C 2.40 3.82 -3.14
C 2.50 4.14 -4.69
C 3.94 4.26 -5.24
O 3.03 5.42 -5.04
H 4.43 0.74 -4.25
H 3.98 0.63 -6.07
H 1.75 -0.24 -5.19
H 2.26 1.24 -0.19
H 3.82 1.37 -1.15
H 3.95 -0.82 -1.76
H 3.32 -1.00 -0.12
H 1.29 -1.07 -2.45
H 2.27 -2.45 -1.96
H -0.71 2.28 -1.58
H -0.61 0.55 -1.81
H -2.23 2.48 -3.22
H -2.23 0.74 -3.40
H -1.41 2.82 -5.28
H -0.06 1.61 -5.18
H -2.98 0.76 -5.40
H -2.02 1.20 -6.87
H -1.60 -0.94 -4.83
H -0.37 -0.46 -5.75
H 3.45 3.91 -2.80
H 1.73 4.59 -2.72
H 1.74 3.67 -5.36
H 4.78 4.29 -4.54
H 3.96 3.88 -6.26
O 3.72 -1.19 2.89
P 3.24 -1.71 4.23
O 3.28 -0.28 5.05
C 2.32 0.72 4.71
C 0.92 0.34 5.17
O 4.68 -2.37 4.70
C 5.53 -3.00 3.73
C 6.71 -2.10 3.41
O 2.47 -2.46 5.50
C 3.09 -2.79 6.74
C 3.42 -1.60 7.62
H 2.34 0.91 3.64
H 2.64 1.64 5.21
H 0.57 -0.55 4.63
H 0.23 1.16 4.98
H 0.91 0.10 6.23
H 4.97 -3.26 2.83
H 5.89 -3.94 4.17
H 6.38 -1.10 3.15
H 7.29 -2.51 2.57
H 7.37 -2.01 4.28
H 3.95 -3.43 6.60
H 2.35 -3.40 7.27
H 4.27 -1.04 7.23
H 3.68 -1.94 8.63
H 2.57 -0.91 7.69
O -5.06 0.93 2.04
P -5.42 0.36 0.70
O -6.58 -0.72 1.13
C -7.83 -0.22 1.62
C -8.65 0.42 0.51
O -4.12 -0.64 0.54
C -2.84 -0.26 1.07
C -2.55 -1.04 2.33
O -5.75 0.21 -0.92
C -5.41 -0.92 -1.72
C -6.23 -2.16 -1.42
H -7.65 0.49 2.43
H -8.37 -1.07 2.03
H -8.15 1.31 0.12
H -9.63 0.71 0.89
H -8.78 -0.27 -0.32
H -2.79 0.82 1.24
H -2.09 -0.49 0.31
H -3.38 -0.98 3.04
H -1.65 -0.66 2.82
H -2.41 -2.09 2.10
H -4.35 -1.13 -1.68
H -5.62 -0.61 -2.75
H -5.94 -2.61 -0.47
H -6.08 -2.90 -2.21
H -7.30 -1.92 -1.37
```

Properties
Largest force on an atom ... 0.158 hartree/bohr
Frontier orbital gap ... 0.1849 Ha
HOMO ... -4.3 eV
Net charge ... -1
E ... -77529.3633 eV

=====

C6H11N2 | ωB97M-V/def2-TZVPD

```
19
C6H11N2 ωB97M-V/def2-TZVPD
C -0.69 -1.15 -1.45
C -0.37 -0.24 -0.56
C 1.90 0.80 -0.04
C 0.77 1.56 -2.02
C -1.76 -1.65 2.59
C 0.49 1.03 -0.64
N -1.38 -1.51 1.31
N -0.96 -0.60 0.67
H -1.22 -2.13 -1.55
H 1.88 0.63 1.02
H 2.51 1.66 -0.34
H 2.36 -0.01 -0.53
H 0.06 1.00 -2.72
H 1.72 1.32 -2.20
H 0.50 2.61 -2.15
H -1.92 -0.71 3.17
H -1.10 -2.33 3.01
H -2.78 -2.11 2.47
H -0.01 1.81 -0.05
```

Properties
Largest force on an atom ... 0.126 hartree/bohr
Relative energy (zero: lowest compared OMol25 entry of this formula, charge and spin) ... 737.8 kJ/mol
Frontier orbital gap (spin up / spin down) ... 0.3327 / 0.2947 Ha
HOMO (spin up / spin down) ... -14.7 / -14.5 eV
Net charge ... +1
E ... -9367.0878 eV

=====

C3H12N2S2 | ωB97M-V/def2-TZVPD

```
19
C3H12N2S2 ωB97M-V/def2-TZVPD
C 0.41 -3.18 1.16
S -0.72 -2.30 0.03
S 0.76 -1.82 -1.44
H 0.72 -4.15 0.68
H -0.11 -3.31 2.12
H 1.35 -2.59 1.27
H 0.52 -0.51 -1.37
C 0.51 2.10 -1.38
N -0.53 1.13 -0.97
C -1.02 1.41 0.39
N -0.24 0.83 1.53
H 0.91 1.81 -2.35
H 0.18 3.12 -1.35
H 1.33 1.99 -0.59
H -1.33 1.19 -1.60
H -2.05 1.02 0.43
H -1.12 2.50 0.50
H -0.35 -0.21 1.52
H 0.79 0.97 1.42
```

Properties
Largest force on an atom ... 0.041 hartree/bohr
Relative energy (zero: lowest compared OMol25 entry of this formula, charge and spin) ... 56.4 kJ/mol
Structure (SMILES) ... CNCN.CSS
Frontier orbital gap ... 0.3304 Ha
HOMO ... -8.5 eV
E ... -27955.6886 eV

=====

C6H12Cl | ωB97M-V/def2-TZVPD

```
19
C6H12Cl ωB97M-V/def2-TZVPD
C -1.24 -0.39 0.67
C 0.08 -1.03 1.10
C -1.25 -0.14 -0.84
C 1.28 -0.18 0.67
C -0.05 0.71 -1.27
C 1.26 0.06 -0.84
H -1.35 0.58 1.19
H -2.09 -1.03 0.96
H 0.17 -2.03 0.63
H 0.09 -1.18 2.20
H -2.20 0.35 -1.14
H -1.20 -1.12 -1.36
H 2.22 -0.68 0.97
H 1.23 0.79 1.20
H -0.14 1.71 -0.80
H -0.06 0.85 -2.37
H 2.12 0.70 -1.13
H 1.38 -0.91 -1.36
Cl -0.25 2.95 1.52
```

Properties
Largest force on an atom ... 0.009 hartree/bohr
Frontier orbital gap ... 0.2847 Ha
HOMO ... -3.8 eV
Net charge ... -1
E ... -18941.6771 eV

=====

CH3ClO2S2 | ωB97M-V/def2-TZVPD

```
9
CH3ClO2S2 ωB97M-V/def2-TZVPD
C -1.29 0.33 -0.02
O -0.20 -1.86 -0.91
O 0.04 -1.55 1.45
S 3.07 2.06 -0.15
S 0.05 -0.92 0.14
Cl 2.51 0.15 -0.30
H -0.85 1.26 -0.54
H -1.95 -0.19 -0.67
H -1.38 0.72 0.99
```

Properties
Largest force on an atom ... 0.080 hartree/bohr
Relative energy (zero: lowest compared OMol25 entry of this formula, charge and spin) ... 243.8 kJ/mol
Frontier orbital gap (spin up / spin down) ... 0.1913 / 0.1924 Ha
HOMO (spin up / spin down) ... -8.7 / -8.7 eV
E ... -39369.2457 eV